Entry 1:
Formula: C31H61IO13S2
Source: OMol25
Level of theory: ωB97M-V/def2-TZVPD

Geometry (Å):
C: -1.746 -0.487 -0.747
S: -0.768 1.068 -0.815
O: -0.599 1.574 0.564
O: -1.535 2.003 -1.678
C: 0.792 0.702 -1.709
O: 1.278 1.678 -2.609
S: 2.529 0.828 -3.331
O: 3.418 1.863 -3.867
O: 1.911 0.020 -4.391
O: 3.007 0.016 -1.982
C: 2.033 0.252 -0.917
I: 3.049 1.709 0.334
H: -1.224 -1.247 -1.353
H: -1.730 -0.820 0.296
H: -2.751 -0.337 -1.151
H: 0.510 -0.178 -2.328
H: 1.966 -0.639 -0.286
C: -1.585 -2.238 -6.617
C: -1.572 -3.488 -5.754
C: -0.901 -2.984 -4.489
O: -1.242 -1.598 -4.363
C: -1.835 -1.149 -5.589
H: -2.336 -2.256 -7.406
H: -0.605 -2.097 -7.081
H: -2.597 -3.800 -5.536
H: -1.048 -4.330 -6.206
H: 0.190 -3.057 -4.559
H: -1.229 -3.521 -3.598
H: -2.907 -1.006 -5.414
H: -1.398 -0.192 -5.874
C: 2.230 0.074 5.636
C: 1.005 0.304 4.766
C: 1.589 1.075 3.595
O: 2.947 0.628 3.446
C: 3.314 -0.147 4.595
H: 2.127 -0.764 6.326
H: 2.449 0.972 6.219
H: 0.608 -0.656 4.421
H: 0.202 0.842 5.270
H: 1.606 2.150 3.796
H: 1.043 0.907 2.666
H: 3.366 -1.199 4.290
H: 4.301 0.162 4.944
C: -3.806 -5.376 -1.043
C: -4.897 -5.052 -2.050
C: -4.997 -3.541 -1.929
O: -3.690 -3.071 -1.576
C: -2.875 -4.187 -1.202
H: -3.310 -6.330 -1.222
H: -4.224 -5.392 -0.033
H: -4.568 -5.327 -3.056
H: -5.842 -5.557 -1.852
H: -5.689 -3.249 -1.132
H: -5.316 -3.064 -2.857
H: -2.148 -4.357 -2.003
H: -2.332 -3.953 -0.285
C: -5.448 1.898 1.574
C: -6.691 1.209 1.036
C: -6.132 0.428 -0.141
O: -4.780 0.092 0.194
C: -4.385 0.837 1.353
H: -5.530 2.205 2.616
H: -5.223 2.784 0.974
H: -7.089 0.521 1.788
H: -7.486 1.897 0.750
H: -6.115 1.037 -1.051
H: -6.694 -0.485 -0.346
H: -4.334 0.143 2.200
H: -3.392 1.263 1.192
C: 1.549 4.320 -5.115
C: 0.487 4.677 -6.141
C: 0.410 6.188 -6.002
O: 1.715 6.630 -5.612
C: 2.505 5.494 -5.235
H: 2.033 3.362 -5.294
H: 1.108 4.298 -4.114
H: 0.834 4.410 -7.144
H: -0.471 4.186 -5.971
H: -0.296 6.479 -5.216
H: 0.120 6.684 -6.930
H: 3.247 5.322 -6.022
H: 3.031 5.708 -4.304
C: 4.310 4.856 5.756
C: 5.054 4.603 7.056
C: 4.077 3.714 7.807
O: 3.359 2.964 6.819
C: 3.624 3.522 5.523
H: 4.957 5.150 4.930
H: 3.564 5.642 5.901
H: 5.979 4.056 6.855
H: 5.307 5.510 7.603
H: 3.353 4.310 8.374
H: 4.574 3.028 8.494
H: 4.277 2.828 4.982
H: 2.690 3.620 4.971
C: 3.957 -4.591 2.700
C: 2.771 -4.995 3.557
C: 1.709 -4.006 3.109
O: 1.985 -3.700 1.736
C: 3.283 -4.206 1.395
H: 4.700 -5.379 2.577
H: 4.453 -3.720 3.137
H: 2.462 -6.015 3.309
H: 2.966 -4.951 4.628
H: 1.764 -3.074 3.682
H: 0.697 -4.407 3.196
H: 3.146 -5.078 0.745
H: 3.839 -3.446 0.843

Force components x, y, z for each atom (eV/Å):
C 1.6 -0.4 -0.2
S -3.6 3.5 0.7
O 0.8 -1.5 -1.9
O 1.8 -1.9 0.8
C 0.1 -1.5 0.3
O 0.9 -1.0 0.2
S -0.8 2.6 -3.9
O -0.8 -2.4 2.3
O 1.3 0.3 3.0
O -0.9 0.4 -1.6
C 0.7 0.8 0.3
I -0.6 -0.1 -0.3
H -0.3 0.2 0.1
H -0.2 0.2 -0.2
H 0.3 0.4 0.2
H -0.2 0.2 0.3
H -0.2 0.1 -0.5
C 0.2 0.1 -0.2
C -0.2 -0.2 0.1
C 0.3 0.2 0.1
O 0.0 -0.2 -0.1
C -0.2 0.2 0.2
H 0.0 0.0 0.0
H 0.0 0.0 0.0
H 0.0 0.0 0.0
H 0.0 0.0 0.0
H 0.0 -0.1 0.0
H 0.0 0.1 0.0
H 0.0 0.0 -0.1
H 0.0 0.0 0.1
C 0.0 0.2 0.3
C -0.1 -0.2 -0.1
C 0.0 0.1 -0.1
O -0.1 -0.1 0.4
C 0.0 -0.1 -0.2
H 0.0 0.0 0.0
H 0.0 -0.1 0.0
H 0.0 0.1 0.0
H 0.0 0.0 0.0
H -0.1 0.0 0.0
H 0.1 0.0 0.0
H 0.1 0.0 0.1
H 0.0 0.0 -0.1
C 0.0 -0.1 0.3
C 0.0 -0.1 -0.3
C -0.1 0.2 0.2
O 0.0 -0.2 0.0
C 0.1 0.1 -0.1
H 0.0 0.0 0.0
H 0.0 0.0 0.0
H 0.0 0.0 0.0
H 0.0 0.0 0.0
H -0.1 0.0 0.0
H 0.1 0.1 0.0
H 0.1 -0.1 0.1
H 0.0 0.1 0.0
C 0.1 0.3 -0.1
C -0.2 -0.1 0.1
C 0.1 0.0 -0.2
O -0.2 0.1 0.1
C 0.2 -0.2 0.1
H 0.0 0.0 0.0
H 0.0 0.0 0.0
H 0.0 0.0 0.0
H 0.0 0.0 0.0
H -0.1 0.0 0.0
H 0.1 0.0 0.0
H 0.0 0.1 0.1
H 0.0 0.0 -0.1
C -0.1 0.0 0.2
C 0.0 -0.1 -0.2
C 0.0 0.2 0.2
O -0.1 -0.2 0.0
C 0.1 0.1 -0.2
H 0.0 0.0 0.0
H 0.0 0.0 0.0
H 0.0 0.0 0.0
H 0.0 0.0 0.0
H -0.1 0.0 0.0
H 0.1 0.1 0.0
H 0.0 -0.1 0.1
H 0.0 0.1 0.0
C -0.2 0.2 0.0
C 0.3 -0.1 0.0
C -0.2 0.0 0.1
O 0.2 0.3 0.0
C 0.1 -0.2 -0.1
H 0.0 0.0 0.0
H 0.0 0.0 0.0
H 0.0 0.0 0.0
H 0.0 0.0 0.0
H 0.1 0.0 0.0
H -0.1 -0.1 0.0
H 0.0 0.0 -0.1
H 0.0 0.0 0.1
C 0.2 0.2 0.1
C -0.1 -0.3 0.0
C -0.1 0.3 0.0
O 0.2 -0.1 0.1
C -0.1 -0.1 -0.2
H 0.0 0.0 0.0
H 0.0 0.0 0.0
H 0.0 0.0 0.0
H 0.0 0.0 0.0
H 0.0 0.0 0.1
H 0.0 0.0 -0.1
H 0.1 0.0 0.0
H -0.1 0.0 0.0

Summary:
DFT total energy ... -89518.7036 eV
HOMO-LUMO gap ... 9.069 eV
HOMO level ... -8.93 eV
Net charge ... 0
M ... 832.85 g mol⁻¹

Atomic partial charges in e from the Löwdin method, atoms 1 to 99: C -0.099; S 0.727; O -0.359; O -0.328; C -0.461; O -0.189; S 0.720; O -0.244; O -0.240; O -0.287; C -0.631; I 1.054; H 0.059; H 0.074; H 0.066; H 0.125; H 0.106; C -0.170; C -0.169; C -0.198; O -0.153; C -0.194; H 0.113; H 0.117; H 0.112; H 0.114; H 0.121; H 0.088; H 0.118; H 0.119; C -0.163; C -0.158; C -0.236; O -0.233; C -0.200; H 0.114; H 0.092; H 0.106; H 0.116; H 0.101; H 0.073; H 0.101; H 0.115; C -0.168; C -0.170; C -0.198; O -0.150; C -0.206; H 0.114; H 0.116; H 0.113; H 0.113; H 0.116; H 0.118; H 0.094; H 0.119; C -0.167; C -0.173; C -0.199; O -0.161; C -0.199; H 0.114; H 0.118; H 0.114; H 0.112; H 0.121; H 0.112; H 0.121; H 0.106; C -0.175; C -0.172; C -0.210; O -0.143; C -0.199; H 0.095; H 0.118; H 0.114; H 0.112; H 0.116; H 0.114; H 0.118; H 0.118; C -0.168; C -0.173; C -0.198; O -0.160; C -0.199; H 0.115; H 0.116; H 0.115; H 0.113; H 0.118; H 0.117; H 0.120; H 0.109; C -0.173; C -0.172; C -0.204; O -0.149

Entry 2:
Formula: C35H40CrIN4O5P2
Source: OMol25
Level of theory: ωB97M-V/def2-TZVPD

Geometry (Å):
Cr: -0.192 -0.294 0.885
O: -0.078 -0.967 4.772
C: 0.095 -0.607 3.642
O: -0.835 -0.324 2.760
C: 1.516 -0.544 2.997
O: 2.533 -0.746 3.577
O: 1.428 -0.311 1.671
C: -0.730 2.559 -2.233
N: 0.129 1.839 -1.282
P: 0.513 0.168 -1.443
C: -0.316 -0.362 -2.965
C: 0.207 -0.082 -4.228
C: -0.472 -0.483 -5.368
C: -1.674 -1.169 -5.262
C: -2.205 -1.446 -4.011
C: -1.529 -1.043 -2.869
C: 2.287 0.088 -1.749
C: 2.938 0.996 -2.585
C: 4.302 0.898 -2.791
C: 5.031 -0.102 -2.157
C: 4.396 -0.997 -1.310
C: 3.028 -0.898 -1.104
P: 0.118 2.039 0.418
C: 1.724 2.709 0.874
C: 2.066 2.717 2.226
C: 3.271 3.263 2.631
C: 4.136 3.806 1.687
C: 3.792 3.810 0.344
C: 2.585 3.261 -0.066
C: -1.039 3.339 0.874
C: -2.104 3.054 1.721
C: -2.963 4.066 2.129
C: -2.758 5.363 1.687
C: -1.682 5.659 0.857
C: -0.815 4.656 0.462
H: -0.249 2.613 -3.209
H: -0.890 3.574 -1.880
H: -1.701 2.072 -2.351
H: 1.153 0.430 -4.333
H: -0.057 -0.263 -6.343
H: -2.196 -1.485 -6.155
H: -3.150 -1.967 -3.922
H: -1.969 -1.218 -1.898
H: 2.385 1.804 -3.050
H: 4.804 1.605 -3.438
H: 6.099 -0.172 -2.313
H: 4.969 -1.757 -0.795
H: 2.538 -1.570 -0.410
H: 1.389 2.309 2.969
H: 3.538 3.264 3.679
H: 5.079 4.230 2.004
H: 4.463 4.241 -0.387
H: 2.315 3.258 -1.115
H: -2.234 2.049 2.096
H: -3.779 3.846 2.805
H: -3.423 6.154 2.005
H: -1.509 6.677 0.535
H: 0.049 4.900 -0.146
N: -3.435 -0.138 2.080
C: -3.247 -0.183 0.779
O: -2.099 -0.220 0.256
C: -4.443 -0.215 -0.118
I: -4.731 -2.223 -0.792
H: -2.610 -0.174 2.695
H: -4.363 -0.079 2.466
H: -4.280 0.406 -0.994
H: -5.359 0.065 0.391
C: -1.665 -4.625 1.981
C: -1.526 -3.088 1.920
N: -0.379 -2.693 1.076
C: -0.565 -3.260 -0.274
C: -0.615 -4.803 -0.235
N: -0.533 -5.224 1.200
C: 0.778 -4.789 1.782
C: 0.855 -3.251 1.672
H: -2.591 -4.979 1.531
H: -1.598 -5.008 2.998
H: -1.387 -2.674 2.915
H: -2.430 -2.658 1.493
H: 0.247 -2.920 -0.914
H: -1.497 -2.870 -0.674
H: 0.221 -5.264 -0.758
H: -1.544 -5.197 -0.642
H: -0.596 -6.240 1.253
H: 1.567 -5.290 1.225
H: 0.807 -5.130 2.815
H: 1.706 -2.946 1.068
H: 0.990 -2.837 2.667

Force components x, y, z for each atom (eV/Å):
Cr 0.0 0.0 0.0
O 0.0 0.0 0.0
C 0.0 0.0 0.0
O 0.0 0.0 0.0
C 0.0 0.0 0.0
O 0.0 0.0 0.0
O 0.0 0.0 0.0
C 0.2 0.1 -0.1
N -0.4 -0.2 0.2
P 0.1 0.1 0.0
C 0.0 -0.1 0.0
C 0.1 -0.1 0.0
C 0.0 0.0 0.0
C 0.0 0.0 0.0
C 0.0 0.0 0.0
C -0.1 0.1 0.0
C 0.0 0.0 -0.1
C 0.0 0.0 0.0
C 0.0 0.0 0.0
C 0.0 0.0 0.0
C 0.0 0.0 0.0
C 0.0 0.0 0.0
P 0.0 0.0 0.0
C 0.0 0.1 0.0
C 0.0 0.0 0.0
C 0.0 0.0 0.0
C 0.0 0.0 0.0
C 0.0 0.0 0.0
C 0.0 0.0 0.0
C 0.0 0.0 0.0
C 0.0 0.0 0.0
C 0.0 0.0 0.0
C 0.0 0.0 0.0
C 0.0 0.0 0.0
C 0.0 0.0 0.0
H 0.0 0.0 0.0
H 0.0 0.0 0.0
H 0.0 0.0 0.0
H 0.0 0.0 0.0
H 0.0 0.0 0.0
H 0.0 0.0 0.0
H 0.0 0.0 0.0
H 0.0 0.0 0.0
H 0.0 0.0 0.0
H 0.0 0.0 0.0
H 0.0 0.0 0.0
H 0.0 0.0 0.0
H 0.0 0.0 0.0
H 0.0 0.0 0.0
H 0.0 0.0 0.0
H 0.0 0.0 0.0
H 0.0 0.0 0.0
H 0.0 0.0 0.0
H 0.0 0.0 0.0
H 0.0 0.0 0.0
H 0.0 0.0 0.0
H 0.0 0.0 0.0
H 0.0 0.0 0.0
N 0.0 -0.1 0.0
C 0.0 0.0 0.0
O 0.0 0.1 0.1
C 0.0 0.0 0.0
I 0.0 0.0 0.0
H 0.0 0.0 0.0
H 0.0 0.0 0.0
H 0.0 0.0 0.0
H 0.0 0.1 0.0
C 0.0 0.0 0.0
C 0.0 0.0 0.0
N 0.0 0.0 0.0
C 0.0 0.0 0.0
C 0.0 0.0 0.0
N 0.0 0.0 0.0
C 0.0 0.0 0.0
C 0.0 0.0 0.0
H 0.0 0.0 0.0
H 0.0 0.0 0.0
H 0.0 0.0 0.0
H 0.0 0.0 0.0
H 0.0 0.0 0.0
H 0.0 0.0 0.0
H 0.0 0.0 0.0
H 0.0 0.0 0.0
H 0.0 0.0 0.0
H 0.0 0.0 0.0
H 0.0 0.0 0.0
H 0.0 0.0 0.0
H 0.0 0.0 0.0

Summary:
DFT total energy ... -108230.9387 eV
HOMO-LUMO gap (spin up / spin down) ... 7.453 / 7.782 eV
HOMO level (spin up / spin down) ... -13.47 / -13.45 eV
Net charge ... +2
M ... 837.58 g mol⁻¹
Spin multiplicity ... 2

How positive or negative is each atom? The Löwdin charges in e answer that: Cr 0.574; O 0.153; C -0.531; O -0.178; C -0.496; O 0.189; O -0.195; C -0.094; N -0.435; P 0.986; C -0.329; C -0.068; C -0.046; C -0.049; C -0.068; C -0.120; C -0.340; C -0.109; C -0.051; C -0.048; C -0.051; C -0.088; P 0.996; C -0.336; C -0.078; C -0.045; C -0.051; C -0.055; C -0.085; C -0.324; C -0.082; C -0.058; C -0.048; C -0.046; C -0.080; H 0.084; H 0.070; H 0.085; H 0.097; H 0.119; H 0.118; H 0.091; H 0.029; H 0.103; H 0.117; H 0.117; H 0.114; H 0.071; H 0.115; H 0.118; H 0.115; H 0.113; H 0.091; H 0.074; H 0.112; H 0.118; H 0.118; H 0.114; N 0.239; C -0.613; O -0.154; C -0.491; I 0.946; H 0.103; H 0.147; H 0.071; H 0.061; C -0.029; C -0.109; N -0.164; C -0.124; C -0.034; N -0.082; C -0.026; C -0.095; H 0.140; H 0.146; H 0.129; H 0.086; H 0.124; H 0.078; H 0.144; H 0.142; H 0.198; H 0.145; H 0.148; H 0.126; H 0.125

Entry 3:
Formula: C4H6O
Source: OMol25
Level of theory: ωB97M-V/def2-TZVPD

Geometry (Å):
C: -1.257 -0.383 -0.150
C: -0.058 -0.044 0.741
C: 1.331 -0.248 -0.195
O: 0.924 -0.111 -1.430
C: -0.708 0.928 -0.013
H: -2.285 -0.566 0.160
H: -0.885 -0.915 -1.048
H: 0.044 -0.072 1.823
H: 1.903 -1.172 0.032
H: 1.865 0.603 0.272
H: -0.875 1.980 -0.191

Force components x, y, z for each atom (eV/Å):
C -0.1 0.0 -0.2
C 0.3 0.0 0.0
C 0.0 -0.2 0.6
O 0.2 -0.1 -0.2
C -0.3 0.3 0.1
H 0.2 0.0 0.0
H -0.1 0.1 0.1
H 0.0 0.0 -0.2
H -0.2 0.1 0.0
H 0.0 -0.1 -0.2
H -0.1 -0.1 0.1

Summary:
DFT total energy ... -6286.9781 eV
HOMO-LUMO gap (spin up / spin down) ... 8.467 / 7.266 eV
HOMO level (spin up / spin down) ... -9.07 / -8.44 eV
Net charge ... 0
M ... 70.09 g mol⁻¹

How positive or negative is each atom? The natural (NBO) charges in e answer that: C -0.485; C -0.342; C 0.019; O -0.634; C 0.141; H 0.238; H 0.283; H 0.247; H 0.141; H 0.164; H 0.228